Record 1
{
  "formula": "C3H10N2",
  "method": "the ωB97M-V functional and the def2-TZVPD basis",
  "homo_lumo_gap_ev": 8.35,
  "de_lowest_kcal_mol": 81.9,
  "smiles": "CCN(C)N",
  "homo_ev": -7.288,
  "elements": ["C", "H", "N", "H", "H", "H", "H", "H", "H", "C", "C", "H", "H", "H", "N"],
  "positions_angstrom": [[-0.938, -1.397, -0.206], [0.340, 0.305, 1.241], [-1.474, 0.947, 0.184], [-1.041, 1.870, 0.198], [2.091, -0.487, 1.053], [-0.120, -2.059, -0.484], [2.218, 1.296, 0.917], [1.326, -0.406, -1.194], [-2.186, 0.941, -0.547], [1.565, 0.433, 0.808], [0.912, 0.385, -0.565], [0.830, 1.363, -1.050], [-1.307, -1.659, 0.788], [-1.733, -1.512, -0.945], [-0.483, -0.021, -0.196]],
  "atomic_forces_ev_per_a": [[0.05, 1.07, -0.01], [4.27, 0.96, 0.78], [0.21, -0.47, -0.43], [-0.09, -0.29, 0.01], [0.10, -0.01, 0.00], [0.05, 0.08, 0.06], [-0.15, 0.09, 0.64], [-0.06, 0.42, -0.42], [0.05, 0.38, -0.09], [-2.54, -0.12, 0.67], [-1.88, -0.77, 0.47], [0.40, -0.23, -0.20], [-0.13, -0.24, -0.04], [-0.27, -0.35, -0.03], [0.01, -0.53, -1.41]]
}

***

Record 2
{
  "formula": "C3H10N2",
  "method": "the ωB97M-V functional and the def2-TZVPD basis",
  "homo_lumo_gap_ev": 6.41,
  "de_lowest_kcal_mol": 149.5,
  "homo_ev": -7.052,
  "elements": ["C", "H", "N", "C", "H", "C", "H", "H", "H", "H", "N", "H", "H", "H", "H"],
  "positions_angstrom": [[1.416, -1.218, 0.314], [-1.011, 0.910, -0.590], [0.460, -0.273, -0.142], [-2.019, 1.456, -0.025], [-0.625, 3.029, 0.016], [-0.737, 1.965, 0.229], [-2.668, 1.994, -0.698], [1.726, -3.275, -0.021], [0.507, 0.059, -1.103], [1.123, -1.510, 1.331], [1.489, -2.433, -0.522], [0.572, -2.480, -0.941], [-0.110, 1.639, 1.037], [-2.522, 0.862, 0.722], [2.399, -0.725, 0.392]],
  "atomic_forces_ev_per_a": [[0.60, 0.06, 0.23], [-0.58, -1.15, -0.13], [-2.41, 1.20, -0.06], [0.77, 0.18, 0.48], [0.78, -0.47, -1.29], [-0.58, 2.01, 2.34], [0.20, -0.03, -0.36], [-0.20, -0.04, 0.19], [1.12, -0.73, -0.34], [0.02, 0.21, 0.07], [0.17, 0.97, -0.64], [-0.13, -0.59, -0.05], [-0.29, -0.39, -0.01], [0.32, -0.83, -0.34], [0.20, -0.41, -0.08]]
}

***

Record 3
{
  "formula": "C3H10N2",
  "method": "the ωB97M-V functional and the def2-TZVPD basis",
  "homo_lumo_gap_ev": 10.18,
  "de_lowest_kcal_mol": 15.0,
  "smiles": "[H]/N=C/N.CC",
  "homo_ev": -9.211,
  "elements": ["H", "C", "H", "N", "H", "H", "H", "N", "H", "H", "H", "H", "C", "H", "C"],
  "positions_angstrom": [[-1.186, -1.856, -1.813], [0.313, 1.582, 4.499], [1.685, 2.337, 2.933], [-0.148, -2.621, -3.422], [-0.445, -0.319, -4.227], [-0.680, 1.802, 4.044], [0.606, 0.554, 4.244], [-0.853, -0.427, -3.312], [0.048, 1.749, 5.544], [0.987, 3.504, 4.060], [-1.642, 0.150, -3.074], [-0.421, -3.496, -2.984], [1.437, 2.503, 3.982], [2.329, 2.401, 4.611], [-0.822, -1.695, -2.843]],
  "atomic_forces_ev_per_a": [[-0.69, 0.28, -0.56], [-0.41, -0.13, -0.94], [-0.02, -0.17, 0.13], [-1.23, 0.29, -0.24], [-0.19, 0.12, -0.10], [0.80, -0.20, -0.37], [-0.52, 0.07, 0.63], [0.02, 0.43, 0.04], [0.74, -0.36, 0.22], [0.82, 0.10, -0.04], [0.17, 0.07, -0.02], [0.71, -0.06, 0.25], [-1.24, 0.47, 0.64], [-0.18, 0.22, -0.26], [1.21, -1.14, 0.63]]
}

***

Record 4
{
  "formula": "C3H10N2",
  "method": "the ωB97M-V functional and the def2-TZVPD basis",
  "homo_lumo_gap_ev": 10.01,
  "de_lowest_kcal_mol": 11.6,
  "smiles": "CNCCN",
  "homo_ev": -8.827,
  "elements": ["H", "C", "H", "H", "C", "H", "H", "H", "H", "H", "H", "C", "N", "N", "H"],
  "positions_angstrom": [[1.342, 1.261, 0.725], [-0.026, -0.313, 0.162], [2.480, -1.004, -0.726], [-1.190, 1.322, 0.497], [1.227, 0.490, -0.070], [3.244, 0.225, 0.068], [-2.432, -0.976, -0.858], [-0.009, -1.163, -0.551], [1.184, 1.011, -1.026], [-3.282, 0.418, -0.191], [0.003, -0.759, 1.170], [-2.418, -0.259, -0.028], [-1.195, 0.496, -0.120], [2.413, -0.354, 0.065], [-2.563, -0.836, 0.887]],
  "atomic_forces_ev_per_a": [[-0.31, -0.24, -0.44], [0.14, -0.34, -0.52], [0.06, 0.39, 0.42], [-0.18, -0.68, -0.39], [0.79, 0.48, 0.82], [0.03, -0.16, -0.08], [-0.04, 0.03, 0.11], [-0.15, 0.28, 0.26], [-0.23, 0.06, -0.15], [0.42, -0.42, 0.24], [-0.09, 0.10, -0.06], [-0.81, 0.35, -0.77], [0.32, 0.53, 0.63], [0.02, -0.44, -0.38], [0.03, 0.06, 0.33]]
}